(1)
DFT (the ωB97M-V functional and the def2-TZVPD basis) results for a structure of composition C34H38N2O2PPdS.

The lowest unoccupied orbital energy (spin up / spin down) is 4.7 / 4.7 eV. The calculation puts the HOMO energy (spin up / spin down) at 1.05 / -0.68 eV. The calculation puts the largest force on an atom at 0.2 eV/A. Its multiplicity is 4. The frontier orbital gap (spin up / spin down) is 3.66 / 5.39 eV. Its net charge is -2. For the energy above the lowest of the compared OMol25 structures with the same formula, charge and spin, the calculation gives 15.7 kJ/mol.

```
79
Properties=species:S:1:pos:R:3:mulliken_spin:R:1
Pd 0.082 0.926 0.498 0.53
O -2.291 0.288 0.628 0.02
N -3.160 1.079 0.080 -0.01
C -4.363 0.550 -0.244 0.00
C -5.364 1.283 -0.831 0.00
C -5.116 2.628 -1.112 0.01
C -3.892 3.161 -0.788 -0.01
C -2.866 2.409 -0.178 0.01
S -1.338 3.047 0.222 0.06
H -4.436 -0.500 -0.004 0.00
H -6.301 0.801 -1.073 0.00
H -5.874 3.245 -1.582 0.00
H -3.661 4.197 -0.996 0.00
C 0.424 0.121 5.858 0.01
C 0.422 0.211 4.330 0.01
C -0.088 1.584 3.917 0.02
C -0.401 -0.931 3.726 -0.07
C -0.083 -2.297 4.332 -0.01
O -0.331 -3.204 3.277 0.00
C -0.178 -2.435 2.098 0.19
N -0.169 -1.155 2.306 0.21
C -0.058 -3.212 0.912 0.19
C -0.079 -4.637 1.059 -0.03
C 0.044 -5.503 0.013 0.02
C 0.217 -5.011 -1.311 0.25
C 0.253 -3.644 -1.483 -0.16
C 0.112 -2.709 -0.450 0.21
P 0.178 -0.959 -0.909 0.10
C 1.599 -0.950 -2.080 -0.02
C 1.501 -0.979 -3.468 0.03
C 2.638 -0.936 -4.269 0.00
C 3.896 -0.874 -3.688 0.01
C 4.006 -0.847 -2.301 -0.02
C 2.872 -0.874 -1.507 0.03
C -1.230 -0.745 -2.088 0.06
C -2.214 -1.707 -2.297 0.00
C -3.318 -1.434 -3.101 -0.01
C -3.454 -0.194 -3.707 0.01
C -2.482 0.779 -3.497 0.00
C -1.388 0.507 -2.692 0.02
H 0.972 0.962 6.292 0.00
H 0.878 -0.801 6.228 0.00
H -0.602 0.168 6.239 0.00
H 1.447 0.088 3.961 -0.01
H -1.076 1.762 4.356 0.00
H -0.178 1.701 2.837 0.02
H 0.588 2.367 4.275 0.00
H -1.468 -0.692 3.888 0.04
H -0.703 -2.573 5.188 0.00
H 0.978 -2.355 4.621 0.00
H -0.197 -5.036 2.056 0.03
H 0.017 -6.572 0.200 0.01
H 0.329 -5.681 -2.155 0.02
H 0.396 -3.263 -2.490 0.02
H 0.523 -1.028 -3.932 0.00
H 2.538 -0.954 -5.348 0.00
H 4.784 -0.838 -4.309 0.00
H 4.984 -0.781 -1.837 0.00
H 2.950 -0.796 -0.428 0.01
H -2.118 -2.672 -1.816 0.01
H -4.080 -2.193 -3.241 0.00
H -4.325 0.027 -4.314 0.00
H -2.593 1.764 -3.936 0.00
H -0.661 1.284 -2.481 -0.01
C 4.189 2.619 -0.052 0.08
C 2.660 2.780 -0.018 0.14
C 2.153 2.903 -1.460 0.08
C 2.333 4.087 0.727 0.11
C 2.007 1.611 0.690 0.94
H 4.674 3.465 -0.557 0.01
H 4.460 1.704 -0.584 -0.04
H 4.586 2.552 0.965 0.00
H 2.614 3.762 -1.967 0.00
H 1.069 3.028 -1.467 0.00
H 2.389 1.997 -2.025 -0.04
H 2.788 4.955 0.229 0.01
H 2.707 4.041 1.753 0.00
H 1.253 4.238 0.769 -0.06
H 2.626 1.288 1.545 -0.06
```

=====

(2)
DFT (the ωB97M-V functional and the def2-TZVPD basis) results for a structure of composition C34H38N4O4 in a non-equilibrium geometry.

The lowest unoccupied orbital energy is -0.6 eV. The calculation puts the HOMO energy at -7.57 eV. The calculation puts the largest force on an atom at 18.7 eV/A. The frontier orbital gap is 6.93 eV. For the energy above the lowest of the compared OMol25 structures with the same formula, charge and spin, the calculation gives 3327.5 kJ/mol.

```
80
Properties=species:S:1:pos:R:3:nbo_charge:R:1
C 3.876 -5.798 7.883 -0.59
C 2.350 -5.486 8.012 -0.44
C 1.971 -4.841 6.728 -0.35
C 0.415 -4.318 6.722 -0.38
C -0.218 -3.628 5.372 -0.38
C -1.493 -3.079 5.467 0.61
O -2.166 -3.159 6.482 -0.64
N -1.979 -2.666 4.314 -0.44
C -1.234 -2.372 3.075 -0.23
H -0.401 -1.681 3.384 0.22
H -0.690 -3.295 2.644 0.22
C -2.180 -1.715 2.083 0.31
C -3.799 -2.167 2.733 -0.37
C -3.283 -2.302 4.285 -0.12
H -4.015 -3.188 4.633 0.24
C -3.728 -0.843 5.004 0.67
O -4.282 0.112 4.504 -0.63
N -3.661 -1.000 6.341 -0.80
H -3.821 -0.457 6.971 0.35
H -3.171 -1.872 6.760 0.43
H -4.438 -1.520 2.439 0.21
H -3.614 -2.998 2.263 0.19
C -2.004 -0.117 2.153 -0.56
C -1.782 0.209 0.681 0.28
N -1.808 -1.304 -0.094 -0.13
O -2.015 -2.151 0.946 -0.37
C -1.934 1.428 0.014 -0.18
C -1.378 1.268 -1.368 -0.10
C -1.331 2.731 -2.057 0.21
C -1.494 3.844 -1.268 -0.28
C -1.676 3.656 0.001 -0.14
C -1.966 2.478 0.608 -0.20
H -2.068 2.526 1.784 0.22
H -1.968 4.730 0.545 0.22
H -1.429 4.774 -1.872 0.30
N -0.905 2.462 -3.372 -0.56
C -1.018 3.424 -4.355 0.67
O -0.940 4.937 -3.901 -0.71
C -0.552 3.086 -5.710 -0.52
H -0.401 4.017 -6.426 0.25
H -1.400 2.539 -5.903 0.24
C 0.937 2.550 -5.762 -0.12
C 1.070 2.099 -7.257 -0.09
C 0.781 0.836 -7.699 -0.14
C 1.209 0.391 -9.130 -0.20
C 1.563 1.360 -9.710 -0.24
C 1.756 2.739 -9.264 -0.13
C 1.429 3.031 -7.900 -0.25
H 1.760 3.859 -7.705 0.21
H 2.326 3.530 -10.116 0.23
H 1.891 1.105 -10.880 0.19
H 1.026 -0.647 -9.372 0.23
H 0.493 -0.235 -6.909 0.21
C 1.847 3.177 -4.993 -0.21
C 2.928 2.428 -4.435 -0.10
C 4.217 3.089 -3.904 -0.23
C 4.007 4.360 -4.013 -0.15
C 3.073 5.187 -4.512 -0.21
C 2.029 4.437 -5.008 -0.15
H 1.218 5.244 -5.141 0.24
H 2.940 6.129 -4.395 0.21
H 4.962 4.924 -3.434 0.16
H 4.836 2.331 -3.632 0.23
H 2.975 1.442 -4.731 0.19
H 0.553 1.456 -5.166 0.18
H -1.058 1.651 -3.721 0.38
H -1.474 0.530 -1.860 0.15
H -2.884 0.395 2.592 0.27
H -1.303 0.438 2.628 0.23
H 0.839 -2.428 5.475 0.14
H 0.305 -4.235 4.643 0.25
H 0.328 -3.569 7.638 0.21
H -0.173 -5.148 6.766 0.19
H 2.215 -5.617 5.664 0.18
H 2.399 -3.808 6.506 0.20
H 2.205 -4.881 8.787 0.21
H 1.822 -6.348 7.946 0.21
H 4.143 -6.399 8.709 0.21
H 3.958 -6.791 7.060 0.19
H 4.484 -4.876 7.728 0.22
```

=====

(3)
DFT (the ωB97M-V functional and the def2-TZVPD basis) results for a structure of composition C34H38N9PS.

The lowest unoccupied orbital energy is -1.0 eV. The calculation puts the HOMO energy at -8.81 eV. The calculation puts the largest force on an atom at 0.7 eV/A. The frontier orbital gap is 7.83 eV.

```
83
Properties=species:S:1:pos:R:3:mulliken_charge:R:1
C 1.004 3.889 0.896 -1.12
C 0.472 4.647 -0.318 -0.38
C 0.194 3.697 -1.498 -0.66
N -1.168 3.849 -2.012 -0.31
C -2.212 3.321 -1.209 -0.99
C -3.287 4.097 -0.916 0.02
C -4.400 3.635 -0.142 0.81
P -5.816 4.711 0.171 0.26
N -7.199 4.205 -0.361 -0.68
C -4.439 2.367 0.359 -0.62
C -3.338 1.534 0.088 -0.13
N -3.219 0.246 0.461 -0.56
S -1.832 -0.266 -0.123 0.14
N -1.294 1.038 -0.864 -0.48
C -2.227 1.993 -0.686 0.91
H 1.107 4.523 1.775 0.41
H 0.336 3.055 1.128 0.24
H 1.981 3.467 0.662 0.31
H 1.207 5.392 -0.627 0.35
H -0.449 5.180 -0.079 0.31
H 0.864 3.935 -2.325 0.46
H 0.422 2.672 -1.201 0.29
H -1.244 3.523 -2.966 0.30
H -3.289 5.109 -1.303 0.27
H -5.347 5.915 -0.390 0.04
H -5.772 4.941 1.560 0.09
H -7.876 4.125 0.387 0.24
H -5.294 2.005 0.913 0.45
N -5.351 0.293 -3.896 -0.62
C -5.015 0.129 -2.617 -0.48
C -5.839 -0.461 -1.673 -0.10
C -7.086 -0.908 -2.079 -0.65
C -7.454 -0.742 -3.404 -0.25
C -6.554 -0.136 -4.268 -0.37
H -4.028 0.491 -2.343 0.91
H -5.507 -0.568 -0.649 0.43
H -7.760 -1.376 -1.374 0.39
H -8.419 -1.072 -3.764 0.39
H -6.806 0.010 -5.313 0.39
N 4.382 3.182 1.550 -0.32
C 4.098 1.973 2.028 0.03
C 4.991 1.203 2.756 -0.60
C 6.253 1.716 3.006 -0.30
C 6.562 2.976 2.519 -0.40
C 5.598 3.665 1.799 -0.34
H 3.102 1.599 1.809 0.38
H 4.696 0.223 3.109 0.40
H 6.981 1.145 3.567 0.39
H 7.535 3.418 2.688 0.36
H 5.807 4.651 1.400 0.36
N 4.111 -2.355 1.639 -0.24
C 5.112 -2.519 0.777 -0.11
C 5.029 -2.190 -0.567 -0.57
C 3.840 -1.660 -1.044 -0.32
C 2.789 -1.482 -0.160 -0.36
C 2.974 -1.846 1.166 -0.42
H 6.024 -2.939 1.188 0.37
H 5.875 -2.346 -1.221 0.39
H 3.735 -1.391 -2.087 0.39
H 1.844 -1.072 -0.490 0.45
H 2.177 -1.722 1.891 0.43
N -2.358 -4.013 -2.705 -0.51
C -2.228 -4.854 -3.728 -0.34
C -2.675 -4.576 -5.012 -0.27
C -3.289 -3.356 -5.247 -0.61
C -3.434 -2.468 -4.193 -0.09
C -2.955 -2.848 -2.948 -0.08
H -1.740 -5.797 -3.506 0.35
H -2.540 -5.299 -5.805 0.37
H -3.648 -3.100 -6.235 0.39
H -3.901 -1.503 -4.324 0.44
H -3.053 -2.185 -2.094 0.36
N 5.568 -5.765 3.842 -0.53
C 6.069 -6.412 4.892 -0.21
C 6.015 -5.928 6.191 -0.33
C 5.409 -4.702 6.411 -0.35
C 4.884 -4.016 5.328 -0.40
C 4.985 -4.587 4.067 -0.20
H 6.537 -7.367 4.680 0.36
H 6.438 -6.500 7.005 0.36
H 5.347 -4.289 7.410 0.36
H 4.403 -3.055 5.452 0.38
H 4.584 -4.075 3.200 0.55
```